1.
Here is C3H9NOS in the gas phase from the Open Molecules 2025 dataset. Energies are from the ωB97M-V functional and the def2-TZVPD basis.

Summary:
- SMILES = N[C@H](CO)CS
- LUMO energy (eV) = 0.867
- HOMO-LUMO gap (eV) = 9.917
- E_HOMO (eV) = -9.05

The geometry in XYZ format:
```
15
Properties=species:S:1:pos:R:3:forces:R:3
C 1.25717 1.25720 -0.54120 0.1 0.1 -0.3
O 2.57581 1.29014 -0.01790 -0.1 0.1 0.2
C 0.39575 0.15924 0.08122 -0.1 0.8 0.5
C -0.93684 0.03858 -0.62998 -0.3 -0.3 -0.4
S -1.76382 -1.55972 -0.34731 -0.1 0.2 -0.1
N 0.13081 0.42524 1.49355 -0.2 -0.5 -0.1
H 0.82097 2.23359 -0.34394 -0.1 0.1 0.4
H 1.27069 1.22446 -1.63050 0.1 -0.5 -0.3
H 2.96752 0.41183 -0.05153 -0.1 0.0 -0.2
H 0.93264 -0.79025 0.05461 0.0 -0.1 -0.3
H -0.84730 0.14367 -1.71510 0.2 -0.2 0.1
H -1.62828 0.83126 -0.33882 0.1 0.1 0.2
H -2.21654 -1.27192 0.87808 0.1 -0.1 0.1
H -0.42016 1.27149 1.60214 0.4 0.0 0.1
H 0.99952 0.45526 2.01153 -0.2 0.4 0.1
```
Forces are in eV/Å.

Mulliken atomic charge list, values in e, 5 entries:
1. C -0.685
2. O -0.511
3. C 0.339
4. C -0.941
5. S -0.223

***

2.
Here is 2 unconnected molecules or ions with the total composition C3H9NOS from the Open Molecules 2025 dataset. Energies are from the ωB97M-V functional and the def2-TZVPD basis.

Summary:
- SMILES = NC=O.CCS
- LUMO energy (eV) = 0.838
- HOMO-LUMO gap (eV) = 9.895
- E_HOMO (eV) = -9.06

The geometry in XYZ format:
```
15
Properties=species:S:1:pos:R:3:forces:R:3
C 2.09505 -0.70271 -0.82586 2.6 0.0 0.8
C 0.58584 -0.91892 -0.90322 0.2 0.4 -0.5
S -0.08507 -2.36810 0.02272 -1.8 2.7 0.5
H 2.78550 -1.26119 -1.50997 -1.2 0.0 0.1
H 2.56652 -0.97984 0.16579 -1.0 0.3 -0.7
H 2.46848 0.35118 -0.96427 -1.0 -0.7 0.0
H 0.10483 -0.02601 -0.55409 -0.3 0.3 1.0
H 0.21230 -0.85287 -1.92686 0.3 -0.8 -0.2
H 0.80687 -3.12439 -0.40226 2.2 -2.2 -1.0
C -0.79718 2.50789 0.31358 -1.6 -2.3 2.5
N -0.54305 2.09039 1.62270 1.6 2.2 0.0
O -1.74915 2.07607 -0.28609 0.2 0.2 -0.8
H -0.04852 3.14550 -0.06343 0.9 1.3 -0.7
H -0.03283 2.74795 2.24777 -0.5 -1.1 -0.9
H -1.00981 1.33035 2.06676 -0.7 -0.2 -0.1
```
Forces are in eV/Å.

Mulliken atomic charge list, values in e, 5 entries:
1. C -1.061
2. C 0.056
3. S -0.207
4. H 0.326
5. H 0.317

***

3.
Here is 2 unconnected molecules or ions with the total composition C3H9NOS from the Open Molecules 2025 dataset. Energies are from the ωB97M-V functional and the def2-TZVPD basis.

Summary:
- LUMO energy (alpha / beta) (eV) = -3.534 / -8.589
- net charge = +1
- HOMO-LUMO gap (alpha / beta) (eV) = 7.908 / 2.853
- spin multiplicity = 2
- E_HOMO (alpha / beta) (eV) = -11.44 / -11.44

The geometry in XYZ format:
```
15
Properties=species:S:1:pos:R:3:forces:R:3
C -0.24411 -2.93772 0.78265 0.8 -0.4 0.1
S 0.52508 -3.97348 2.02016 0.0 0.3 0.1
C -0.66720 -4.03382 3.31014 -0.6 0.1 0.3
H -1.13849 -2.44391 1.13175 -0.1 0.1 0.1
H -0.42167 -3.62571 -0.04108 -0.3 -0.1 -0.3
H 0.54860 -2.26572 0.43790 -0.2 0.2 0.1
H -1.61159 -4.31077 2.83348 -0.1 -0.1 0.1
H -0.39057 -4.76628 4.06499 0.2 0.0 -0.1
H -0.84258 -3.05822 3.79341 0.3 -0.1 -0.3
C 0.73635 5.73234 -2.61399 -1.0 0.2 0.6
N 0.72868 4.73385 -3.52352 0.2 -0.8 -0.6
O -0.29264 6.21009 -2.17727 0.3 -0.1 -0.1
H 1.69998 6.07534 -2.22117 0.3 -0.2 -0.4
H 1.52383 4.32347 -3.98342 0.3 0.4 0.3
H -0.15367 4.34052 -3.81403 -0.1 0.4 0.2
```
Forces are in eV/Å.

Mulliken atomic charge list, values in e, 5 entries:
1. C -0.746
2. S 0.422
3. C -0.784
4. H 0.334
5. H 0.352

***

4.
Here is a gas-phase ion, C3H9NOS2 (charge +1) from the Open Molecules 2025 dataset. Energies are from the ωB97M-V functional and the def2-TZVPD basis.

Summary:
- LUMO energy (alpha / beta) (eV) = -8.151 / -9.125
- net charge = +1
- HOMO-LUMO gap (alpha / beta) (eV) = 5.700 / 4.672
- spin multiplicity = 2
- E_HOMO (alpha / beta) (eV) = -13.85 / -13.80

The geometry in XYZ format:
```
16
Properties=species:S:1:pos:R:3:forces:R:3
N -0.10175 -0.46130 -1.25808 1.3 -2.2 0.2
C -0.43799 -0.44521 0.16422 1.1 -0.1 -1.9
C -1.57459 0.46793 0.35811 -2.3 2.2 0.8
O -2.64715 0.17032 -0.52134 0.1 0.1 1.6
C 0.74642 -0.22899 1.09835 -0.4 1.6 2.7
S 2.09415 -1.38494 0.73993 0.7 3.9 -1.5
S 3.24972 0.42185 -0.66580 0.0 -2.3 0.8
H 0.43665 0.33290 -1.48411 0.4 1.5 -0.6
H 0.60096 -1.24471 -1.45588 -1.7 1.1 0.1
H -0.77222 -1.39711 0.36126 -1.0 -2.4 0.5
H -1.29478 1.51522 0.15919 0.4 -0.1 0.2
H -2.05493 0.44088 1.34742 0.7 -0.1 0.0
H -2.16900 -0.14832 -1.25316 0.3 -0.7 -2.3
H 1.09533 0.90601 1.06358 -0.6 -2.6 0.4
H 0.29648 -0.52257 2.15565 1.3 0.7 -1.8
H 2.53270 1.57804 -0.80933 -0.5 -0.7 0.6
```
Forces are in eV/Å.

Mulliken atomic charge list, values in e, 5 entries:
1. N -0.606
2. C 0.443
3. C -0.847
4. O -0.485
5. C -0.682

***

5.
Here is C3H9NP2 in the gas phase from the Open Molecules 2025 dataset. Energies are from the ωB97M-V functional and the def2-TZVPD basis.

Summary:
- LUMO energy (alpha / beta) (eV) = -0.082 / -0.315
- HOMO-LUMO gap (alpha / beta) (eV) = 7.389 / 7.070
- E_HOMO (alpha / beta) (eV) = -7.47 / -7.39

The geometry in XYZ format:
```
15
Properties=species:S:1:pos:R:3:forces:R:3
C 1.60754 -1.10556 -0.45111 -0.4 -2.0 -2.0
C -0.90684 -0.69440 1.32242 -1.9 -0.6 -1.2
C 0.35980 1.42186 -0.03396 -0.2 0.8 1.6
N -1.71900 0.08903 -1.15968 -0.9 0.0 -0.7
P 1.87630 0.45899 0.20942 1.0 0.2 0.5
P -1.31154 0.66529 0.34496 0.5 1.3 0.2
H 2.42443 -1.84163 -0.67835 -0.5 0.8 1.0
H 0.85050 -1.30548 -1.26421 0.6 0.8 1.0
H -1.76535 -1.38963 1.39108 0.8 0.1 0.2
H -0.36392 -0.45660 2.19003 0.8 -0.1 1.1
H 0.58496 2.33720 0.52931 -0.3 -0.2 0.8
H 0.19293 1.95373 -0.94841 0.4 -0.6 -1.3
H -2.45993 0.49365 -1.74557 0.7 -0.6 0.7
H -1.35699 -0.81190 -1.39389 -0.1 -0.3 -0.6
H 1.98710 0.18545 1.68798 -0.4 0.4 -1.4
```
Forces are in eV/Å.

Mulliken atomic charge list, values in e, 5 entries:
1. C -0.506
2. C -0.697
3. C -0.775
4. N -0.434
5. P -0.012

***

6.
Here is C3H9NS in the gas phase from the Open Molecules 2025 dataset. Energies are from the ωB97M-V functional and the def2-TZVPD basis.

Summary:
- SMILES = CNCCS
- LUMO energy (eV) = 0.291
- HOMO-LUMO gap (eV) = 9.238
- E_HOMO (eV) = -8.95

The geometry in XYZ format:
```
14
Properties=species:S:1:pos:R:3:forces:R:3
C 2.52709 -0.44926 0.05126 9.9 -0.4 3.6
C 0.53644 1.02731 0.11189 1.7 -0.7 0.0
C -1.00872 1.06620 -0.00350 -2.8 -1.4 0.9
H 3.42408 0.27614 0.14300 -1.5 0.1 -1.4
H 2.96834 -1.29957 -0.48332 0.1 0.0 0.1
H 2.62684 -0.71963 1.12195 -0.5 -0.3 0.2
H 0.93167 -1.04494 0.41484 -0.2 2.6 -4.4
H 0.86444 1.07389 1.17712 -0.4 0.6 -0.6
H 0.94088 1.83959 -0.50092 0.0 0.2 0.6
H -1.74610 1.64576 0.88365 3.0 -1.1 -2.9
H -1.41470 1.18060 -1.05235 0.9 1.3 1.1
H -1.02208 -1.39584 1.16102 -2.0 1.8 -2.6
N 1.34854 -0.21337 -0.44276 -10.5 -1.0 2.1
S -1.83388 -0.62049 -0.04522 2.3 -1.8 3.2
```
Forces are in eV/Å.

Mulliken atomic charge list, values in e, 5 entries:
1. C -0.986
2. C -0.449
3. C -0.424
4. H 0.275
5. H 0.336

***

7.
Here is 2 unconnected molecules or ions with the total composition C3H9NS from the Open Molecules 2025 dataset. Energies are from the ωB97M-V functional and the def2-TZVPD basis.

Summary:
- SMILES = C=N.CSC
- LUMO energy (eV) = 0.940
- HOMO-LUMO gap (eV) = 9.062
- E_HOMO (eV) = -8.12

The geometry in XYZ format:
```
14
Properties=species:S:1:pos:R:3:forces:R:3
C 0.16638 0.26840 -3.21148 -0.4 -1.9 -0.1
N 0.00069 -0.83738 -2.54071 -0.8 3.3 -1.2
H -0.67602 0.84194 -3.63556 0.0 -0.6 0.5
H 1.11240 0.65505 -3.61678 0.2 -0.2 0.8
H 0.88181 -1.15429 -2.20632 1.1 -0.7 0.0
C 0.38204 0.76642 0.64519 0.8 2.7 1.2
S -1.12849 0.58162 1.61366 -0.9 0.5 -1.3
C -0.66393 -0.72989 2.69471 -1.7 -1.6 1.2
H 0.65327 -0.00721 -0.07531 -0.1 -0.1 0.5
H 1.11085 0.99719 1.51211 -0.3 -0.7 -2.0
H 0.29059 1.76634 0.07368 0.0 -1.6 0.8
H -0.97451 -0.40448 3.75091 2.2 -0.2 -0.9
H -1.43175 -1.54552 2.70931 0.5 0.3 -1.0
H 0.27668 -1.19820 2.28656 -0.6 0.7 1.6
```
Forces are in eV/Å.

Mulliken atomic charge list, values in e, 5 entries:
1. C -0.206
2. N -0.514
3. H 0.251
4. H 0.216
5. H 0.258

***

8.
Here is 2 unconnected molecules or ions with the total composition C3H9NS from the Open Molecules 2025 dataset. Energies are from the ωB97M-V functional and the def2-TZVPD basis.

Summary:
- SMILES = C=CN.CS
- LUMO energy (eV) = 0.697
- HOMO-LUMO gap (eV) = 9.759
- E_HOMO (eV) = -9.06

The geometry in XYZ format:
```
14
Properties=species:S:1:pos:R:3:forces:R:3
C -2.16602 -1.18685 -0.11508 0.1 0.5 -0.6
S -1.96633 -0.10762 1.34628 -0.5 -0.7 0.0
H -1.83245 -0.61280 -0.97918 0.0 0.1 0.0
H -3.22664 -1.35331 -0.26720 0.0 -0.2 0.0
H -1.59886 -2.11904 -0.14574 -0.1 0.1 0.5
C 2.16915 0.92715 -0.76213 1.4 1.0 0.4
C 2.72975 1.06326 -1.97807 -1.9 0.2 1.1
N 1.97367 -0.29050 -0.06618 -2.2 -0.8 -0.1
H 1.95712 1.86925 -0.23285 0.7 -0.4 0.3
H 3.07509 2.08122 -2.12342 -0.4 -0.1 -1.0
H 2.43459 0.34605 -2.74270 1.4 -0.2 -0.1
H -3.05308 -0.62752 1.97976 0.6 0.3 0.0
H 0.97241 -0.52299 -0.11788 0.3 -0.4 -0.5
H 2.00504 -0.21729 0.94717 0.7 0.7 -0.1
```
Forces are in eV/Å.

Mulliken atomic charge list, values in e, 5 entries:
1. C -0.840
2. S -0.183
3. H 0.262
4. H 0.333
5. H 0.311

***

Results for energy above the lowest of the compared OMol25 structures with the same formula, charge and spin: 0.765 1.040 0.000 2.974 3.625 5.079 2.288 1.973 (in eV, following the order of the records).
Results for DFT total energy: -647.869986 -647.859864 -647.561797 -1045.640993 -857.010957 -572.453454 -572.556018 -572.567587 (in a.u., following the order of the records).
Results for maximum force: 0.929 3.762 1.147 4.226 2.880 10.714 3.568 2.373 (in eV/Å, following the order of the records).